63
Properties=species:S:1:pos:R:3:forces:R:3 method="wB97M-V/def2-TZVPD" multiplicity=6 de_lowest_kcal_mol=0.0 energy_ha=-2094.9256 lumo_ev="0.162 / -1.158"
Ru 0.2054 0.3230 -0.3555 -0.313 -0.089 -0.146
S -0.3615 -1.4420 -4.6733 0.029 -0.067 -0.102
O -1.6487 0.1629 -3.0433 -0.143 -0.099 -0.023
O 0.6893 -3.5280 1.1454 0.016 -0.131 0.079
O -1.6661 2.4507 -4.5423 0.059 -0.034 0.121
O 0.7452 -1.7355 -0.2108 0.124 -0.162 0.124
N 0.5628 -0.3578 -2.5172 -0.180 -0.125 -0.300
N 0.9851 -0.1203 1.8824 0.056 0.061 0.055
N 1.1924 -1.5105 2.0121 0.036 0.032 0.107
N 0.1455 2.8035 -1.5103 0.238 0.220 0.244
C -0.2838 3.3635 -2.6625 -0.203 -0.109 -0.279
C -1.0511 2.7364 -3.6124 0.043 0.101 -0.023
C 0.8289 -2.3444 0.9173 0.024 0.105 -0.131
C -1.9323 0.2528 -0.5987 -0.127 -0.082 -0.109
C 0.7001 5.5125 -2.2421 0.020 0.012 0.023
C 2.8594 -1.2499 -2.4741 0.012 -0.082 -0.043
C 1.3054 3.1341 0.5489 0.083 -0.062 0.196
C 2.0350 3.9032 1.4191 0.001 0.051 -0.029
C -4.6782 -0.3016 -1.1009 0.013 -0.001 -0.028
C 1.2934 -1.7599 -4.2485 0.063 -0.049 -0.059
C 1.6030 -1.1138 -3.0570 -0.029 0.133 0.212
C 3.4939 -2.6559 -4.3094 0.031 0.018 -0.003
C 2.3451 5.2332 1.1013 -0.009 -0.049 0.012
C 0.8500 3.6375 -0.6836 -0.058 -0.097 -0.122
C -0.4976 -0.4731 -3.2441 0.057 0.175 0.215
C 5.3009 -1.6659 -1.0672 0.011 0.034 0.009
C 1.1616 4.9833 -0.9916 0.007 0.107 -0.066
C 5.5514 -3.7193 -2.4322 0.007 -0.013 0.016
C -2.8845 0.1702 0.4284 0.122 0.020 0.050
C -3.7780 -0.2447 -2.1535 -0.043 0.012 0.173
C -0.0138 4.7309 -3.0663 0.057 -0.014 0.102
C 5.2105 -2.2241 -2.4881 -0.042 -0.023 -0.015
C -4.2271 -0.0908 0.1951 -0.020 -0.008 -0.030
C 2.2524 -2.5353 -4.8953 -0.032 0.027 0.037
C 6.2358 -1.4972 -3.3682 -0.019 -0.023 -0.025
C -2.4532 0.0272 -1.8600 0.138 0.068 -0.176
C 1.9057 5.7567 -0.0906 -0.015 -0.014 -0.031
C 3.8179 -2.0327 -3.0888 0.006 0.064 0.015
H 2.0307 -3.0429 -5.8236 -0.014 -0.006 -0.029
H 1.0513 2.1107 0.8155 0.038 0.099 0.006
H 5.6018 -4.1670 -3.4244 -0.004 0.001 -0.014
H -2.5671 0.3171 1.4569 -0.003 0.005 -0.002
H 4.2384 -3.2614 -4.8091 0.000 -0.008 -0.007
H 2.9200 5.8383 1.7879 0.009 0.008 0.014
H -5.7217 -0.5134 -1.2931 -0.009 -0.003 0.000
H -4.9237 -0.1357 1.0225 -0.002 -0.003 0.019
H 7.2451 -1.6582 -2.9851 0.027 0.004 0.014
H 5.1714 -0.5821 -1.0475 -0.010 0.014 -0.017
H 6.5252 -3.8598 -1.9592 0.013 0.003 0.002
H 0.9291 6.5359 -2.5095 0.007 0.013 0.012
H 3.0374 -0.7684 -1.5241 -0.004 0.011 0.002
H 6.0396 -0.4239 -3.3830 -0.004 0.017 -0.001
H 2.1315 6.7822 -0.3550 0.006 0.023 -0.004
H 6.2019 -1.8582 -4.3972 0.009 -0.016 -0.005
H 6.2881 -1.8834 -0.6571 0.014 -0.001 0.007
H 4.5549 -2.1134 -0.4084 -0.008 -0.034 -0.002
H 2.3694 3.4838 2.3590 0.003 -0.003 0.017
H 4.8074 -4.2663 -1.8519 -0.014 0.002 0.016
H 0.9659 -1.9117 2.9104 -0.002 0.039 -0.029
H 0.2389 0.2069 2.4915 0.013 -0.071 -0.027
H -4.0889 -0.4069 -3.1762 0.013 0.006 -0.034
H -0.3869 5.0884 -4.0157 -0.019 -0.007 -0.022
H 1.8414 0.3612 2.1411 -0.075 0.001 0.030